(1)
# C27H52O21

7 unconnected molecules or ions with the total composition C27H52O21 in a non-equilibrium geometry (ωB97M-V with the def2-TZVPD basis set, the OMol25 dataset).

## Properties
charge: 0
lowest unoccupied orbital energy: 0.3 eV
Kohn-Sham gap: 10.7429 eV
HOMO energy: -10.43 eV
energy relative to the best compared isomer or geometry (same formula, charge and spin): 0.00 kJ/mol
spin multiplicity: 1

Last column: Mulliken charge in e.
Element x y z (Å)
C 1.4869 15.6479 13.5901  -0.520
C 0.6358 14.9908 12.4713  0.152
O 0.9617 13.6213 12.6175  -0.376
C 1.7432 13.4179 13.7210  0.414
O 2.0641 12.3284 14.0240  -0.484
O 2.0379 14.5676 14.3423  -0.140
H 0.9198 16.2849 14.2732  0.300
H 2.2412 16.2879 13.1252  0.269
H 0.9410 15.4345 11.5310  0.186
H -0.4151 15.2099 12.6540  0.121
C -3.2226 18.1731 14.8557  -1.022
C -2.0797 18.3583 15.8171  -0.068
O -2.6669 18.7896 17.0339  -0.363
C -3.0564 17.9129 17.9227  0.765
O -2.9972 16.7532 17.8684  -0.488
O -3.5806 18.5719 18.9243  -0.389
C -3.9833 17.8159 20.0468  -0.650
H -3.7294 19.1319 14.7739  0.316
H -3.9647 17.4464 15.1985  0.422
H -2.9787 17.7307 13.8903  0.253
H -1.3832 19.1407 15.5081  0.279
H -1.4100 17.4989 15.9095  0.161
H -4.5601 16.9496 19.7201  0.294
H -4.6193 18.4060 20.7066  0.233
H -3.1558 17.5050 20.6896  0.280
C 2.4106 8.9397 13.4984  -1.415
C 2.3976 9.5508 14.8924  0.242
O 2.5771 8.5691 15.9087  -0.334
C 3.8207 8.1138 16.0860  0.739
O 4.7597 8.3090 15.4039  -0.522
O 3.8327 7.4489 17.2456  -0.339
C 5.0646 6.8049 17.5731  -0.696
H 1.7316 8.0868 13.5126  0.340
H 3.4231 8.5709 13.3338  0.359
H 2.1291 9.6557 12.7354  0.331
H 1.4160 10.0231 14.9901  0.060
H 3.0384 10.4210 15.0097  0.429
H 4.8934 6.1956 18.4622  0.236
H 5.7564 7.5539 17.9734  0.303
H 5.4312 6.2196 16.7402  0.310
C 1.6418 16.5083 6.4035  -1.160
C 1.8169 17.0093 7.8049  -0.167
O 3.0246 16.4376 8.3807  -0.339
C 3.1308 16.4861 9.6799  0.836
O 2.3023 16.9568 10.4087  -0.599
O 4.1627 15.7383 10.0321  -0.374
C 4.3357 15.4776 11.4164  -0.265
H 0.6981 16.9719 6.1089  0.354
H 1.5977 15.4182 6.3646  0.289
H 2.4457 16.7078 5.6946  0.325
H 0.9200 16.7755 8.3929  0.256
H 1.9336 18.0861 7.9852  0.318
H 5.2444 14.8904 11.5219  0.339
H 3.5032 14.9148 11.8279  -0.103
H 4.5410 16.3827 11.9913  0.302
C -3.0736 11.5229 12.9328  -1.343
C -2.3315 12.8211 12.9478  0.491
O -2.8502 13.6159 14.0332  -0.373
C -2.1376 13.8634 15.1188  0.766
O -2.5730 14.4659 16.0122  -0.544
O -0.9823 13.1989 15.1484  -0.243
C -0.3389 13.1837 16.4185  -0.840
H -2.7620 10.8682 12.1089  0.383
H -4.1615 11.5496 12.9067  0.331
H -2.8206 10.9077 13.8050  0.288
H -2.4353 13.3991 12.0284  0.298
H -1.2625 12.6870 13.0822  -0.163
H -0.0578 12.1660 16.6723  0.169
H -1.0480 13.4924 17.1844  0.488
H 0.5552 13.7917 16.4543  0.218
C 3.7433 15.9094 17.0549  -0.801
C 2.8381 15.1386 17.9831  -0.345
O 2.6154 13.8266 17.4599  -0.273
C 2.5288 12.7937 18.2715  0.646
O 2.7070 12.8016 19.4336  -0.581
O 2.2443 11.7455 17.5285  -0.013
C 1.8555 10.5746 18.2140  -0.817
H 3.9493 16.9283 17.3703  0.411
H 3.3006 15.9686 16.0593  -0.055
H 4.6681 15.3461 16.8978  0.304
H 1.8316 15.5844 18.0369  0.204
H 3.1327 15.1557 19.0342  0.467
H 2.5453 10.1851 18.9680  0.316
H 1.5064 9.8375 17.5144  0.299
H 1.0363 10.8093 18.9171  0.328
C -2.1512 19.3943 11.4059  -1.022
C -3.5927 19.6733 11.1285  -0.317
O -4.3954 18.8989 12.0514  -0.129
C -5.6903 18.8195 11.7747  0.607
O -6.2334 19.3211 10.8359  -0.579
O -6.2629 18.0673 12.6956  -0.228
C -7.6679 18.1137 12.9192  -0.692
H -1.8561 18.3796 11.1740  0.267
H -1.9941 19.5120 12.4798  0.157
H -1.5364 20.0892 10.8422  0.428
H -3.9066 19.4340 10.1092  0.356
H -3.8235 20.7335 11.2678  0.297
H -8.1820 18.0136 11.9618  0.322
H -7.9775 19.0345 13.4095  0.295
H -7.8794 17.2567 13.5471  0.219

(2)
# C27H52OP2Y

A molecular structure, C27H52OP2Y in a non-equilibrium geometry (ωB97M-V with the def2-TZVPD basis set, the OMol25 dataset).

## Properties
charge: +1
lowest unoccupied orbital energy: -4.6 eV
Kohn-Sham gap: 5.1869 eV
HOMO energy: -9.79 eV
spin multiplicity: 1

Last column: Mulliken charge in e.
Element x y z (Å)
Y -0.2378 1.0015 -0.2160  -0.817
C 1.2953 1.1485 -2.6227  0.904
C 0.8644 2.4253 -2.1510  0.825
C 2.7123 1.7621 -0.9153  0.775
C 2.4682 0.7787 -1.9042  0.852
C 1.7143 2.7778 -1.0484  -0.051
C 0.7163 0.4113 -3.7739  -1.500
H -0.3091 0.7417 -3.9928  0.338
H 0.6744 -0.6697 -3.5642  0.186
H 1.3103 0.5499 -4.6939  0.376
C 3.3185 -0.4013 -2.1832  -1.514
H 3.5156 -0.5108 -3.2610  0.437
H 2.8458 -1.3368 -1.8422  0.101
H 4.2855 -0.3160 -1.6723  0.359
C 3.8032 1.7139 0.0810  -1.782
H 4.1996 2.7065 0.3183  0.498
H 4.6414 1.1049 -0.2861  0.349
H 3.4403 1.2536 1.0103  0.058
C 1.5377 3.9878 -0.2067  -1.299
H 1.5974 4.9115 -0.8075  0.327
H 2.3070 4.0479 0.5778  0.389
H 0.5493 4.0081 0.2971  0.089
C -0.1467 3.2916 -2.7995  -1.660
H 0.2905 3.8819 -3.6209  0.356
H -0.5800 4.0132 -2.0979  0.447
H -0.9567 2.7026 -3.2475  0.291
C -1.9322 -0.5973 -0.0451  0.673
C -1.9613 -0.0241 -1.3183  0.521
C -2.9967 0.9925 -1.7635  -1.177
C -3.0247 2.4133 -1.0965  -1.649
C -1.9493 2.6639 -0.0518  0.586
C -1.9605 2.0103 1.1642  -0.472
C -3.1280 1.1142 1.5718  -0.688
C -2.9773 -0.3488 1.0306  -1.243
H -4.0017 0.5446 -1.6397  0.435
H -4.0552 2.5908 -0.7226  0.550
H -2.8429 1.1570 -2.8461  0.489
H -3.9714 -0.6728 0.6742  0.424
H -1.4448 -1.5837 0.0604  -0.008
H -1.4993 -0.5997 -2.1347  0.498
H -2.7503 -0.9899 1.9017  0.457
H -3.2209 1.0632 2.6771  0.129
H -1.3216 2.3109 2.0092  0.265
H -4.1067 1.5229 1.2455  0.323
H -2.9232 3.1705 -1.8993  0.399
H -1.4174 3.6171 -0.1881  0.943
P -0.8773 -3.5063 -2.3098  0.855
C 0.6507 -4.3050 -2.9729  -1.289
H 0.5482 -5.3939 -3.0994  0.406
H 1.4558 -4.0908 -2.2497  0.304
H 0.8970 -3.8336 -3.9396  0.367
C -1.4728 -4.8068 -1.1428  -1.358
H -1.4922 -5.7997 -1.6182  0.441
H -2.4951 -4.5254 -0.8398  0.353
H -0.8192 -4.8238 -0.2574  0.322
C -2.0586 -3.8987 -3.6718  -1.334
H -3.0147 -3.4281 -3.3911  0.350
H -2.2050 -4.9834 -3.7959  0.393
H -1.6841 -3.4531 -4.6040  0.371
P -0.0335 0.9017 4.2428  1.185
C 0.1894 2.4629 5.1701  -1.357
H -0.4280 2.4145 6.0821  0.370
H -0.1825 3.2702 4.5102  0.289
H 1.2451 2.6569 5.3879  0.416
C -1.4870 0.2284 5.1331  -1.595
H -2.3885 0.7544 4.7692  0.354
H -1.3583 0.4029 6.2129  0.492
H -1.6086 -0.8402 4.9018  0.344
C 1.3517 -0.2183 4.7006  -0.912
H 2.0132 0.2606 5.4327  0.474
H 1.9343 -0.4448 3.7868  -0.117
H 0.9601 -1.1752 5.0907  0.323
C 3.0546 -1.4821 1.2008  -1.077
C 1.5642 -1.4992 0.9020  1.427
C 0.7978 -2.4907 1.7721  -0.824
O 0.9760 -0.2204 0.9900  -0.230
H 3.2682 -0.9345 2.1207  0.095
H 3.5950 -1.0192 0.3648  0.100
H 3.4503 -2.4939 1.3034  0.455
H 1.4585 -1.8066 -0.1517  -0.563
H 0.6561 -2.0860 2.7815  -0.153
H -0.1800 -2.6935 1.3281  0.074
H 1.3475 -3.4398 1.8539  0.460

Question: Which of these has the lowest lowest unoccupied orbital energy?
Answer: C27H52OP2Y